{"formula": "C33H47Cl2MnO2P3", "method": "ωB97M-V with the def2-TZVPD basis set", "homo_ev": [-13.52, -13.14], "e_tot_ha": -4530.9333, "charge": 2, "max_force_ha_per_bohr": 0.101, "s_squared": 4.053, "relative_energy_kcal_mol": 95.1, "spin_multiplicity": 4, "lumo_energy_ev": [-6.23, -7.59], "symbols": ["Mn", "Cl", "Cl", "P", "P", "P", "O", "O", "C", "C", "C", "C", "C", "C", "C", "C", "C", "C", "C", "C", "C", "C", "C", "C", "C", "C", "C", "C", "C", "C", "C", "C", "C", "C", "C", "C", "C", "C", "C", "C", "C", "H", "H", "H", "H", "H", "H", "H", "H", "H", "H", "H", "H", "H", "H", "H", "H", "H", "H", "H", "H", "H", "H", "H", "H", "H", "H", "H", "H", "H", "H", "H", "H", "H", "H", "H", "H", "H", "H", "H", "H", "H", "H", "H", "H", "H", "H", "H"], "positions_angstrom": [[2.129, -1.929, 0.678], [1.561, -3.545, 2.181], [4.253, -2.776, 0.298], [2.962, 2.032, -2.007], [-3.555, 1.195, 0.762], [2.817, -0.803, 2.718], [0.839, -3.348, -1.876], [0.024, 0.877, -1.827], [3.797, -1.851, 3.832], [0.783, 0.667, -0.610], [1.971, -2.002, -3.615], [-3.246, -0.228, -1.598], [-5.252, -0.850, 4.391], [0.685, -2.578, -3.063], [-3.950, -1.039, 2.351], [-2.243, 2.363, 0.729], [-5.104, 0.545, 4.379], [-5.459, 0.748, -1.126], [-5.884, 0.378, -2.393], [-4.422, 1.166, 3.343], [-4.627, -1.638, 3.410], [-4.111, 0.502, -0.744], [2.271, 0.671, -0.991], [0.380, -1.871, 0.238], [-5.001, -0.267, -3.271], [-1.480, 4.489, -0.145], [-3.697, -0.588, -2.866], [1.445, -5.429, -0.839], [1.580, -4.551, -2.063], [0.539, -0.626, 0.002], [2.458, 3.552, -1.197], [-0.613, 3.664, 1.963], [4.743, 1.840, -2.039], [-3.936, 0.378, 2.263], [-1.378, 2.512, 1.846], [1.376, -0.286, 3.693], [2.269, 1.927, -3.659], [-2.236, 3.340, -0.303], [-0.685, 4.674, 0.994], [3.011, -0.363, -0.556], [3.807, 0.700, 2.494], [2.641, -4.295, -2.223], [2.832, 3.560, -0.164], [-6.122, 1.241, -0.411], [5.173, 2.624, -2.679], [-5.335, -0.534, -4.272], [5.158, 1.936, -1.025], [3.256, -2.783, 4.033], [-0.449, -2.559, 0.266], [0.025, 3.801, 2.841], [-2.268, -0.544, -1.228], [-6.909, 0.593, -2.701], [2.162, -5.127, -0.068], [1.362, 3.621, -1.182], [1.177, 2.012, -3.585], [1.198, -5.086, -2.950], [1.703, -0.129, 4.728], [4.161, 1.043, 3.475], [-5.530, 1.148, 5.183], [0.972, 0.646, 3.278], [2.575, -2.786, -4.085], [-1.525, 5.271, -0.907], [1.727, -1.263, -4.384], [-4.275, 2.246, 3.312], [2.679, 2.742, -4.273], [-0.133, 5.608, 1.131], [-2.884, 3.199, -1.170], [-3.448, -1.629, 1.580], [5.018, 0.855, -2.444], [-0.001, -1.763, -2.794], [4.079, -0.480, -0.795], [0.576, 1.491, 0.101], [2.524, 0.959, -4.112], [-1.371, 1.744, 2.623], [3.193, 1.475, 2.019], [1.665, -6.460, -1.122], [4.743, -2.102, 3.342], [0.606, -1.066, 3.654], [-4.687, -2.728, 3.470], [4.656, 0.469, 1.839], [3.977, -1.302, 4.763], [-3.024, -1.124, -3.537], [-5.842, -1.327, 5.178], [2.562, -1.506, -2.833], [-0.935, 0.837, -1.659], [2.877, 4.405, -1.748], [0.200, -3.200, -3.835], [0.442, -5.385, -0.406]], "mulliken_charge": [-0.62, -0.36, -0.41, 1.45, 0.16, 0.91, -0.27, -0.74, -1.19, 2.10, -0.99, 0.35, -0.42, 0.03, -0.50, 0.70, -0.67, -0.43, -0.69, -0.22, -0.62, 0.08, 1.53, 0.10, -0.51, -0.74, -0.81, -1.05, -0.36, -1.22, -1.11, -0.52, -1.35, 0.74, -0.75, -1.05, -1.18, -0.32, -0.64, -2.28, -1.17, 0.27, 0.38, 0.48, 0.42, 0.42, 0.41, 0.39, 0.70, 0.46, 0.55, 0.41, 0.10, 0.13, 0.31, 0.45, 0.53, 0.51, 0.40, 0.06, 0.48, 0.48, 0.40, 0.44, 0.49, 0.46, 0.50, 0.40, 0.45, -0.26, 0.68, -0.54, 0.31, 0.61, 0.13, 0.44, 0.36, 0.35, 0.42, 0.31, 0.46, 0.50, 0.41, 0.03, 0.06, 0.51, 0.53, 0.22]}

{"formula": "C33H47ClF25NO6", "method": "ωB97M-V with the def2-TZVPD basis set", "homo_ev": -8.40, "e_tot_ha": -4748.2440, "max_force_ha_per_bohr": 0.101, "smiles": "C=CN(CC)[C@@](CCCCl)(CO[C@H](F)OCC)OC[C@H](C)C(C)C.FC(F)C(F)(F)COC(F)(F)C(F)F.FC(F)C(F)(F)COC(F)(F)C(F)F.FC(F)C(F)(F)COC(F)(F)C(F)F", "lumo_energy_ev": 0.55, "symbols": ["Cl", "F", "F", "F", "F", "F", "F", "F", "F", "F", "F", "F", "F", "F", "F", "F", "F", "F", "F", "F", "F", "F", "F", "F", "F", "F", "O", "O", "O", "O", "O", "O", "N", "C", "C", "C", "C", "C", "C", "C", "C", "C", "C", "C", "C", "C", "C", "C", "C", "C", "C", "C", "C", "C", "C", "C", "C", "C", "C", "C", "C", "C", "C", "C", "C", "C", "H", "H", "H", "H", "H", "H", "H", "H", "H", "H", "H", "H", "H", "H", "H", "H", "H", "H", "H", "H", "H", "H", "H", "H", "H", "H", "H", "H", "H", "H", "H", "H", "H", "H", "H", "H", "H", "H", "H", "H", "H", "H", "H", "H", "H", "H", "H"], "positions_angstrom": [[-0.072, 4.879, -1.304], [8.528, -2.075, 7.060], [-9.053, -1.041, -5.193], [-13.003, -0.056, -3.945], [10.290, -1.153, 5.654], [2.364, 1.816, 2.226], [-10.868, -0.791, -2.223], [12.026, -2.450, 5.660], [2.102, -0.595, -5.209], [4.360, 3.592, 5.709], [7.912, 1.214, 8.275], [-11.389, -1.103, -4.940], [3.693, 0.850, 6.424], [12.870, -1.420, 8.078], [0.656, 1.847, 4.394], [3.037, 0.561, 3.871], [2.214, 2.635, 5.677], [10.914, -2.366, 8.180], [6.922, -0.734, 6.462], [-9.533, 0.494, -3.364], [9.293, 0.709, 6.684], [6.447, 3.040, 5.885], [-7.433, -0.286, -6.416], [-9.055, 1.797, -5.624], [-9.149, 1.407, -7.762], [4.793, 1.970, 7.930], [5.238, 2.042, 4.309], [1.437, 0.374, -3.039], [-11.631, 1.132, -5.229], [-2.081, -0.619, -2.307], [9.658, -0.065, 8.782], [2.448, -1.892, -3.142], [-0.265, 0.467, -0.938], [0.050, 0.044, -3.401], [2.401, -0.545, -3.730], [11.018, -0.012, 8.340], [4.224, 2.556, 3.440], [11.566, -1.285, 7.676], [-6.779, -2.256, -2.143], [-11.025, 0.823, -6.488], [-8.782, -0.450, -6.376], [-10.837, 0.289, -3.051], [3.757, -2.539, -3.319], [-0.762, 1.408, 0.122], [2.857, 1.858, 3.505], [0.602, 3.453, -2.299], [0.037, -0.923, -0.425], [-1.665, 1.909, -2.699], [1.479, -1.296, -0.131], [-0.589, 2.977, -3.315], [-0.555, 0.762, 1.652], [-4.291, -1.656, -1.485], [5.205, 2.536, 5.647], [-3.585, -3.134, -1.525], [-9.491, 0.890, -6.538], [-5.431, -1.410, -2.658], [1.822, 2.547, 4.387], [-11.693, 0.051, -4.300], [-4.965, -1.872, -4.160], [-3.194, -0.397, -1.383], [4.884, 1.447, 6.677], [3.444, -3.979, -4.111], [8.679, 0.204, 7.780], [7.795, -1.009, 7.469], [-1.056, 0.473, -2.215], [11.540, -1.279, 6.151], [5.655, 0.672, 6.684], [3.466, -0.025, -3.585], [0.570, 0.528, 1.897], [4.486, -4.494, -4.324], [1.097, 2.605, -1.665], [-3.476, -3.642, -0.460], [4.141, 3.648, 3.508], [2.875, -3.791, -5.143], [2.330, -0.491, -0.026], [-0.121, 2.650, -4.363], [-7.733, -1.718, -2.586], [-5.903, -1.821, -4.884], [1.598, 3.554, 4.022], [-1.300, -0.110, 1.884], [-11.419, -0.106, -6.916], [1.736, -2.432, -0.023], [-0.861, 1.653, 2.386], [-6.723, -3.402, -2.458], [-1.215, 3.961, -3.572], [-1.932, 1.636, 0.063], [-4.164, -1.066, -4.520], [4.616, 2.375, 2.432], [12.158, -0.471, 5.748], [-11.391, 1.609, -7.162], [-4.532, -2.974, -4.205], [-0.024, -1.143, -3.511], [-5.743, -0.273, -2.627], [-2.315, 2.482, -1.910], [2.819, -4.728, -3.453], [1.478, 3.915, -2.964], [-6.903, -2.250, -0.977], [4.111, -2.869, -2.229], [7.220, -1.313, 8.349], [-3.826, 0.570, -1.567], [-4.888, -1.603, -0.453], [11.223, 0.890, 7.751], [-2.528, -3.173, -2.024], [-0.238, 2.456, 0.164], [11.595, 0.128, 9.262], [-0.278, 0.458, -4.471], [-2.821, -0.433, -0.249], [-11.191, 1.160, -2.491], [-4.272, -3.876, -2.160], [4.566, -1.887, -3.858], [-2.416, 1.657, -3.594], [-9.053, -1.141, -7.180], [-0.802, -1.740, -0.259]], "mulliken_charge": [-0.24, -0.22, -0.21, -0.30, -0.19, -0.26, -0.26, -0.28, -0.38, -0.28, -0.29, -0.26, -0.23, -0.33, -0.25, -0.31, -0.22, -0.27, -0.31, -0.18, -0.29, -0.27, -0.27, -0.26, -0.33, -0.27, -0.36, -0.28, -0.40, -0.23, -0.41, -0.09, 0.71, -1.06, 0.17, -0.69, -0.94, 0.88, -0.94, -0.68, 0.10, 0.23, -0.37, 0.24, 1.10, -0.12, 0.14, -0.78, -0.89, -0.76, -0.93, 0.13, 0.75, -1.12, 0.87, 0.23, 0.04, 0.71, -0.83, -0.03, 0.91, -0.88, 0.85, 0.18, 0.31, 0.09, -0.39, 0.29, 0.05, 0.32, 0.05, 0.25, 0.31, 0.25, 0.19, 0.26, 0.08, 0.23, 0.32, 0.24, 0.34, 0.22, 0.32, 0.23, 0.44, 0.07, 0.14, 0.44, 0.28, 0.42, 0.23, 0.48, 0.27, 0.36, 0.24, 0.34, 0.35, 0.21, 0.25, 0.09, 0.40, 0.31, 0.16, 0.01, 0.40, 0.30, -0.11, 0.23, 0.34, 0.35, 0.27, 0.28, 0.03]}